(1)
{
  "formula": "C5H8O",
  "method": "ωB97M-V/def2-TZVPD",
  "elements": ["O", "C", "C", "C", "C", "C", "H", "H", "H", "H", "H", "H", "H", "H"],
  "coordinates": [[-0.42531, -1.42124, 1.51120], [-0.19135, -0.46008, 0.53619], [1.07019, 0.41225, 0.53218], [0.28048, 0.80475, -0.73283], [-0.01498, -0.69212, -0.97479], [-0.98441, 0.85911, 0.14415], [-0.40443, -2.29823, 1.10691], [2.02301, -0.10733, 0.39825], [1.11112, 1.15110, 1.33970], [0.58299, 1.51516, -1.49906], [-0.92900, -0.91983, -1.53673], [0.82730, -1.31536, -1.29408], [-1.01295, 1.67770, 0.87315], [-1.93265, 0.79412, -0.40423]],
  "de_lowest_ev": 2.3338,
  "e_lumo_ha": 0.03317,
  "homo_energy_ev": -10.01,
  "orbital_gap_ev": 10.9,
  "fmax_ev_per_a": 0.4,
  "total_energy_ev": -7359.92144
}

(2)
{
  "formula": "C4H3NO2",
  "method": "ωB97M-V/def2-TZVPD",
  "elements": ["C", "C", "C", "C", "N", "O", "O", "H", "H", "H"],
  "coordinates": [[-0.86831, -0.62891, -0.26089], [2.74768, 0.19789, -0.14418], [-0.14963, -1.63438, 0.02055], [-1.19910, 0.55690, 0.31488], [3.15627, -0.82582, 0.30268], [2.23887, 1.19193, -0.45938], [0.30501, -2.69629, -0.05000], [-0.80377, 0.67510, 1.30817], [-1.68148, 1.53487, -0.12804], [3.67051, -1.66615, 0.13764]],
  "s2": 2.02,
  "de_lowest_ev": 0.7869,
  "e_lumo_ha": [0.01837, -0.08474],
  "homo_energy_ev": [-7.11, -10.35],
  "multiplicity": 3,
  "orbital_gap_ev": [7.6, 8.0],
  "fmax_ev_per_a": 3.5,
  "total_energy_ev": -9776.68670
}

(3)
{
  "formula": "C5H10N2",
  "method": "ωB97M-V/def2-TZVPD",
  "elements": ["C", "C", "C", "C", "C", "N", "N", "H", "H", "H", "H", "H", "H", "H", "H", "H", "H"],
  "coordinates": [[-1.49399, 0.87669, 0.01744], [-3.32575, -0.72520, -0.07309], [1.49820, -0.31961, -0.30320], [0.55726, 0.59169, 0.23919], [1.61936, -1.69947, 0.07792], [-2.26694, -0.04542, -0.01480], [0.80906, 2.02276, -0.04723], [-3.86863, -0.98960, 0.83209], [-3.72033, -1.04843, -1.03486], [2.15162, 0.03194, -1.09749], [0.28200, 0.39809, 1.27707], [1.66125, -2.35773, -0.80020], [0.88530, -2.04680, 0.80091], [2.63389, -1.85076, 0.48662], [1.71246, 2.35358, 0.33861], [0.05527, 2.60219, 0.36494], [0.80997, 2.20605, -1.06392]],
  "de_lowest_ev": 3.1188,
  "e_lumo_ha": [-0.40803, -0.40799],
  "homo_energy_ev": [-18.27, -18.27],
  "orbital_gap_ev": [7.2, 7.2],
  "fmax_ev_per_a": 2.3,
  "total_energy_ev": -8304.74963,
  "charge": 2
}

(4)
{
  "formula": "C8H12ClNSi",
  "method": "ωB97M-V/def2-TZVPD",
  "elements": ["C", "C", "C", "C", "C", "C", "C", "C", "N", "Si", "Cl", "H", "H", "H", "H", "H", "H", "H", "H", "H", "H", "H", "H"],
  "coordinates": [[3.43790, -1.61851, 0.31157], [2.50496, -2.56196, 0.72739], [2.88674, -0.32254, -0.00919], [1.16312, -2.31339, 0.62257], [1.50087, -0.15670, -0.03151], [0.58007, -1.10029, 0.25881], [-1.92732, 2.19194, 0.22836], [-1.61390, -0.83251, -1.97064], [-2.03572, 0.99486, 1.09986], [-1.25844, -0.85782, -0.08301], [-2.31750, -2.40891, 0.73152], [4.55895, -1.82814, 0.42012], [2.80403, -3.46640, 1.12649], [3.58580, 0.44410, -0.18752], [0.53876, -3.21973, 0.93260], [1.05862, 0.78380, -0.18442], [-2.32876, 3.02102, 0.89402], [-0.89349, 2.54688, -0.08330], [-2.63664, 2.19743, -0.69397], [-2.61630, -0.73468, -2.12679], [-0.80934, -0.34599, -2.53665], [-1.55862, -1.87787, -2.17466], [-2.99163, 0.98901, 1.34717]],
  "de_lowest_ev": 2.0823,
  "e_lumo_ha": 0.02295,
  "homo_energy_ev": -8.37,
  "orbital_gap_ev": 9.0,
  "fmax_ev_per_a": 5.0,
  "total_energy_ev": -30380.24816
}

(5)
{
  "formula": "C23H34IN9O6",
  "method": "ωB97M-V/def2-TZVPD",
  "elements": ["C", "H", "H", "C", "H", "C", "C", "H", "H", "H", "H", "C", "N", "C", "O", "C", "C", "C", "C", "C", "C", "N", "C", "C", "H", "H", "C", "N", "C", "O", "C", "N", "C", "O", "H", "H", "C", "C", "H", "H", "C", "N", "C", "N", "H", "H", "N", "H", "H", "H", "H", "H", "H", "H", "H", "C", "O", "N", "H", "H", "H", "H", "H", "I", "H", "N", "O", "O", "H", "H", "H", "H", "H"],
  "coordinates": [[3.77366, 3.44938, -0.57663], [4.68551, 3.80007, -0.10179], [3.88608, 3.57192, -1.65187], [3.49942, 1.98722, -0.23966], [4.29648, 1.35794, -0.64316], [3.38088, 1.74488, 1.27036], [4.74370, 1.79070, 1.95709], [5.43792, 1.09254, 1.49426], [5.16344, 2.79081, 1.88956], [4.65143, 1.53003, 3.00779], [2.77680, 2.55278, 1.69400], [2.61823, 0.41913, 1.55964], [1.84295, 0.49562, 2.77882], [0.49959, 0.41437, 2.87849], [-0.06520, 0.11812, 3.91361], [-0.30196, 0.85256, 1.68085], [-0.07018, 2.10835, 1.16674], [-0.93075, 2.66006, 0.22278], [-2.13706, 2.02354, -0.07260], [-2.38863, 0.79349, 0.46864], [-1.43603, 0.10947, 1.25697], [-1.59660, -1.18608, 1.56764], [-0.55606, -2.12791, 1.88556], [-0.58916, -3.34058, 0.95388], [0.19257, -4.02608, 1.28252], [-1.55330, -3.84659, 1.03342], [-0.31339, -3.00628, -0.53454], [0.86113, -2.17709, -0.69304], [2.06899, -2.60956, -0.28791], [2.26529, -3.65900, 0.29357], [3.20341, -1.60787, -0.55559], [3.96653, -1.46404, 0.66645], [3.59870, -0.75247, 1.75336], [4.05810, -0.98354, 2.85412], [4.53281, -2.27434, 0.89586], [2.78942, -0.64569, -0.84724], [4.07618, -2.11839, -1.70142], [3.30454, -2.10890, -3.02188], [2.44047, -2.77015, -2.95093], [3.95938, -2.49475, -3.80541], [2.82568, -0.71540, -3.44011], [1.63896, -0.31821, -2.71113], [1.14170, 0.84786, -2.90170], [0.03868, 1.22409, -2.17974], [-0.52334, 0.44889, -1.84978], [-0.50625, 1.96988, -2.58766], [1.62374, 1.80071, -3.76706], [2.58593, 1.72781, -4.05056], [1.29164, 2.74290, -3.63769], [3.65078, -0.00099, -3.28560], [2.60401, -0.73330, -4.51626], [4.95907, -1.48057, -1.78540], [4.40774, -3.13489, -1.47753], [0.84332, -1.41624, -1.39121], [-0.16050, -3.96765, -1.05086], [-1.50833, -2.30842, -1.17139], [-1.50363, -1.13514, -1.48857], [-2.58964, -3.09035, -1.33671], [-3.41515, -2.68954, -1.75397], [-2.57830, -4.07544, -1.14176], [0.41263, -1.63765, 1.79176], [-0.66292, -2.46583, 2.92242], [-2.49334, -1.59424, 1.33365], [-4.26038, -0.10153, 0.05930], [-2.83936, 2.50599, -0.73479], [-0.56195, 3.84404, -0.46070], [0.42272, 4.45049, -0.07786], [-1.22414, 4.16734, -1.43448], [0.78148, 2.68518, 1.48605], [2.36359, 0.22258, 3.60837], [1.92025, 0.22422, 0.74178], [2.56240, 1.70188, -0.72576], [2.94551, 4.07384, -0.24872]],
  "de_lowest_ev": 0.0000,
  "e_lumo_ha": -0.01742,
  "homo_energy_ev": -8.38,
  "orbital_gap_ev": 7.9,
  "fmax_ev_per_a": 1.5,
  "total_energy_ev": -58200.87558
}

(6)
{
  "formula": "C23H25N5O2",
  "method": "ωB97M-V/def2-TZVPD",
  "elements": ["O", "C", "O", "C", "C", "C", "C", "C", "C", "C", "C", "N", "C", "C", "C", "C", "C", "C", "C", "C", "C", "H", "H", "H", "H", "H", "H", "H", "H", "H", "H", "H", "H", "H", "H", "H", "N", "N", "N", "C", "C", "C", "C", "C", "N", "H", "H", "H", "H", "H", "H", "H", "H", "H", "H"],
  "coordinates": [[3.02820, 2.12256, 1.74272], [3.37010, 0.97191, 2.06746], [3.46398, 0.33122, 3.12585], [3.67043, 0.04075, 0.78367], [4.61745, -1.11070, 1.14257], [3.67597, -2.21613, 1.49004], [2.37326, -1.86697, 1.08314], [1.29136, -2.72652, 1.24972], [1.52332, -3.95003, 1.87597], [2.81487, -4.32340, 2.26554], [3.89843, -3.45534, 2.06958], [2.38509, -0.58149, 0.55704], [1.33846, 0.10177, -0.00253], [0.03878, -0.15916, 0.28013], [-1.09257, 0.12565, -0.66705], [-2.36702, -0.61476, -0.22758], [-3.06462, -1.40300, -1.14974], [-4.21257, -2.07869, -0.73199], [-4.59605, -2.04288, 0.61340], [-3.88090, -1.27125, 1.53249], [-2.77820, -0.52568, 1.10488], [3.99196, 0.69286, -0.03362], [5.21753, -1.35439, 0.25638], [5.31440, -0.86782, 1.94997], [0.30652, -2.44895, 0.88765], [0.68362, -4.61650, 2.04896], [2.97363, -5.29848, 2.72739], [4.91336, -3.71619, 2.36891], [1.63237, 0.92321, -0.66432], [-0.22266, -0.61932, 1.23959], [-0.81399, -0.23262, -1.68045], [-2.68680, -1.49777, -2.17382], [-4.80678, -2.62558, -1.46560], [-5.45801, -2.61380, 0.95190], [-4.16083, -1.21937, 2.58554], [-2.20890, 0.11116, 1.79136], [2.64799, 4.64584, 0.21372], [1.78663, 3.96472, -0.10675], [0.85994, 3.16950, -0.34360], [0.25431, 3.40443, -1.66466], [-0.57236, 2.17198, -2.01222], [-1.68141, 2.46859, -3.02008], [-2.97616, 1.91255, -2.42097], [-2.75712, 2.02860, -0.91781], [-1.28944, 1.59133, -0.75794], [-0.35615, 4.33679, -1.68453], [1.00686, 3.51242, -2.47783], [0.11000, 1.38496, -2.36706], [-1.75485, 3.55206, -3.19963], [-1.43386, 2.00780, -3.97768], [-3.85965, 2.46727, -2.74763], [-3.10477, 0.85922, -2.71085], [-2.81105, 3.06686, -0.57271], [-3.41707, 1.43687, -0.28408], [-0.82505, 2.03391, 0.05720]],
  "de_lowest_ev": 6.7596,
  "e_lumo_ha": -0.00345,
  "homo_energy_ev": -6.20,
  "orbital_gap_ev": 6.1,
  "fmax_ev_per_a": 3.7,
  "total_energy_ev": -35798.08445
}